# 1
Here is a molecular structure, C7H13N2 from the OMol25 dataset. Energies are from ωB97M-V with the def2-TZVPD basis set.

Calculated values
2S+1: 1
Charge: +1
E_HOMO, hartree: -0.544
DFT total energy, a.u.: -383.66499

Structure (XYZ):
```
22
Properties=species:S:1:pos:R:3:forces:R:3
H 3.501 -1.069 0.034 -0.9 0.2 0.1
H 1.554 1.393 1.103 0.0 -0.3 1.2
N -1.019 0.226 -0.580 -0.2 1.8 -1.5
H 2.107 -1.161 1.191 0.4 -0.6 1.1
H 0.009 -0.622 1.178 -0.2 -0.1 -1.3
H 1.436 -0.155 -1.502 0.3 -0.1 -1.9
H 0.868 1.975 -0.362 1.3 -0.6 -0.1
H -4.105 0.376 0.742 0.2 1.0 -1.1
C -3.336 1.069 0.281 -0.8 -1.5 1.3
C -2.272 0.129 -0.065 -1.0 -1.8 0.9
C 1.658 1.282 0.053 -0.7 -0.1 -1.3
H -3.202 1.785 1.088 0.8 0.3 -0.3
C -1.042 -1.208 -0.763 0.3 -2.3 -2.4
C 0.053 -0.563 0.048 0.6 -0.3 1.5
H 2.118 -2.088 -0.335 0.0 -1.4 0.1
N -2.404 -1.209 -0.149 0.5 0.5 0.0
H -1.011 -1.756 -1.824 0.3 1.6 2.5
C 2.405 -1.201 0.170 0.5 1.3 -1.2
H 2.682 1.492 -0.194 0.3 1.0 -0.3
C 1.489 -0.152 -0.461 -2.1 -0.1 2.6
H -3.190 -1.901 -0.149 1.0 1.1 0.2
H -3.592 1.525 -0.667 -0.6 0.3 0.0
```
Positions in Å, forces in eV/Å.

These are the Mulliken partial charges, in e, on atoms 1 to 2: 0.36 0.38

# 2
Here is a gas-phase ion, C7H13N2O (charge +1) from the OMol25 dataset. Energies are from ωB97M-V with the def2-TZVPD basis set.

Calculated values
2S+1: 1
Charge: +1
E_HOMO (alpha / beta), hartree: -0.461 / -0.481
DFT total energy, a.u.: -458.77994

Structure (XYZ):
```
23
Properties=species:S:1:pos:R:3:forces:R:3
H -1.139 -1.971 0.258 -2.3 -1.7 -0.1
C -2.425 -0.228 -1.268 0.0 -2.9 1.5
H 4.257 1.580 -0.188 1.9 1.4 -1.7
H -3.431 0.772 0.916 -1.0 -0.8 -0.3
H -1.047 1.323 -0.958 -0.5 1.2 0.3
H 2.836 -1.480 -0.160 3.0 -1.1 0.1
H -3.181 0.442 -1.523 -1.9 0.4 -0.9
H -2.613 2.235 0.914 0.2 0.5 -0.4
H 3.941 0.042 0.488 -0.8 1.0 -0.2
H -2.050 0.995 1.854 1.2 -0.7 1.5
H 0.897 -2.964 0.776 0.7 0.2 -0.5
N 1.618 0.057 -0.641 -4.4 -0.6 0.3
C 1.881 -1.150 -0.148 -1.7 -0.7 1.2
O 2.385 1.080 -0.593 1.1 0.6 0.3
C -2.452 1.169 0.911 0.0 1.5 -1.8
H -2.850 -1.183 -0.646 0.6 2.4 -1.6
H -1.936 -0.646 -2.189 -0.1 0.7 1.0
H 3.409 1.642 1.295 -0.7 -1.2 -1.7
C -1.621 0.667 -0.307 0.7 -1.7 0.0
C 0.902 -1.959 0.366 -0.6 0.5 -0.6
N -0.388 -1.374 0.338 3.2 1.1 0.5
C -0.511 -0.114 0.219 1.7 1.0 -0.5
C 3.517 1.066 0.287 -0.1 -1.2 3.4
```
Positions in Å, forces in eV/Å.

These are the Mulliken partial charges, in e, on atoms 1 to 2: 0.20 -1.54

# 3
Here is a gas-phase ion, C7H13N2O2 (charge +1) from the OMol25 dataset. Energies are from ωB97M-V with the def2-TZVPD basis set.

Calculated values
2S+1: 1
Charge: +1
Structure (SMILES): C/[NH+]=C1/CCCN(C=O)[C@H]1O
E_HOMO, hartree: -0.508
DFT total energy, a.u.: -534.20847

Structure (XYZ):
```
24
Properties=species:S:1:pos:R:3:forces:R:3
H 0.288 -2.740 0.546 -0.2 2.3 -0.4
H -1.577 -0.539 1.885 0.8 -0.8 -0.2
N -1.067 0.291 -0.674 -0.1 0.5 -0.4
H 0.339 1.566 -1.910 2.1 -2.1 -0.1
O -0.701 2.495 -0.954 -0.8 1.2 -0.1
C 0.130 -1.641 0.906 -0.3 -1.1 -0.5
H 1.808 2.211 0.332 0.0 0.3 -0.2
C -1.467 1.633 -0.603 1.2 -3.3 0.1
H 3.397 1.517 0.524 0.6 -0.4 1.0
C -1.347 -1.328 1.124 -0.2 1.4 -0.3
C 0.209 -0.237 -1.215 0.6 1.3 0.1
H -0.002 -1.145 -1.852 0.3 0.6 1.1
H 0.520 -1.710 1.855 1.4 0.0 2.3
N 1.703 0.218 0.785 -0.3 -0.1 -2.0
H -2.911 -0.336 0.043 1.1 -1.1 -0.8
C 2.409 1.323 0.182 0.0 0.6 -4.0
H -1.911 -2.196 1.354 -0.4 -0.9 0.5
H -2.480 1.546 -0.161 0.1 1.6 -0.2
H 2.497 1.101 -0.973 -0.1 0.8 2.7
O 0.949 0.675 -1.948 -3.0 2.0 -0.6
H 2.050 0.129 1.709 -0.6 -1.2 1.3
C 0.796 -0.493 0.175 0.9 -1.9 0.9
C -1.876 -0.779 -0.159 -1.7 -0.1 -1.2
H -1.757 -1.563 -0.970 -1.3 0.5 0.9
```
Positions in Å, forces in eV/Å.

These are the Mulliken partial charges, in e, on atoms 1 to 2: 0.32 0.30

# 4
Here is 2 unconnected molecules or ions with the total composition C7H13N3O from the OMol25 dataset. Energies are from ωB97M-V with the def2-TZVPD basis set.

Calculated values
2S+1: 1
Structure (SMILES): Cc1c[nH]cn1.CCC(N)=O
E_HOMO, hartree: -0.329
DFT total energy, a.u.: -513.97696

Structure (XYZ):
```
24
Properties=species:S:1:pos:R:3:forces:R:3
H 2.895 0.524 -1.272 -0.7 -1.0 0.3
C -1.627 1.303 -1.553 2.5 -0.5 -2.4
C 3.632 -0.520 1.651 -0.3 0.8 -2.6
H -1.401 2.032 -0.808 0.4 0.0 1.0
C 2.789 -0.011 -0.305 3.4 2.3 -1.8
C -3.087 0.954 -1.548 -2.2 -2.1 -1.6
H 2.071 0.008 3.897 -0.3 -0.5 -0.1
H -2.374 -1.529 -0.173 0.5 0.8 -0.1
O -4.470 -1.033 -2.361 -3.6 0.2 -4.2
H -3.654 1.132 -0.614 0.6 0.1 -0.2
N 4.045 -0.266 0.311 -4.4 -0.4 2.4
C 2.312 -0.256 1.782 0.3 0.5 -1.0
H 4.365 -0.883 2.255 1.6 -0.8 2.1
H -3.021 -2.434 -1.444 -0.2 -0.7 0.3
H 4.897 -0.622 -0.021 0.9 -0.4 -0.9
N -2.921 -1.544 -1.010 0.9 0.2 -0.6
H 0.696 -0.955 3.097 0.6 0.6 0.1
N 1.832 0.168 0.516 -0.6 -1.1 1.5
H 0.928 0.884 2.845 0.5 -2.0 0.5
H -1.324 1.913 -2.506 -0.8 -1.4 1.3
H -0.861 0.394 -1.546 -1.8 1.9 0.4
C -3.528 -0.583 -1.853 3.5 1.3 5.7
C 1.458 -0.147 3.000 -1.0 2.0 -0.4
H -3.651 1.473 -2.339 0.3 0.2 0.4
```
Positions in Å, forces in eV/Å.

These are the Mulliken partial charges, in e, on atoms 1 to 2: 0.29 -0.83

# 5
Here is 2 unconnected molecules or ions with the total composition C7H13N3OSi from the OMol25 dataset. Energies are from ωB97M-V with the def2-TZVPD basis set.

Calculated values
2S+1: 1
Structure (SMILES): O=C1N=C=CC=N1.C[Si](C)(C)N
E_HOMO, hartree: -0.340
DFT total energy, a.u.: -803.45127

Structure (XYZ):
```
25
Properties=species:S:1:pos:R:3:forces:R:3
H -2.380 1.654 -0.874 0.8 0.0 0.1
H -2.055 2.285 0.667 -0.5 0.1 1.5
H 1.547 0.152 1.676 -0.6 0.1 0.0
N 3.621 0.785 0.485 -3.5 -2.8 3.0
H 0.857 1.659 2.063 -1.0 -0.9 -0.2
C 0.522 0.635 1.732 1.7 -0.5 0.8
H -1.194 -1.274 -1.356 0.1 -0.3 -0.5
C 3.154 -1.564 0.760 -0.4 0.5 0.9
N 4.761 -0.662 -0.819 1.5 -1.5 -0.7
C 4.233 -1.647 -0.208 -1.5 1.3 0.7
H -2.363 -0.939 -0.159 -0.9 0.0 0.7
H 0.106 -0.013 2.533 -0.3 0.9 -0.3
H 0.680 0.031 -2.105 -0.2 -0.3 -0.2
C -1.552 1.884 -0.169 0.6 -0.8 -0.8
H 2.601 -2.375 1.243 0.5 0.4 -0.5
H 1.537 1.279 -1.476 -0.7 -0.5 0.6
H 4.550 -2.598 -0.489 0.4 -1.7 -0.4
C 4.570 0.642 -0.539 0.7 0.9 -1.1
C 3.021 -0.218 0.948 3.1 2.4 -2.3
O 5.116 1.548 -1.097 -0.1 0.5 0.2
Si -0.255 0.426 0.050 -2.7 1.6 -1.1
H -0.872 -1.919 0.243 -0.3 -1.1 0.3
C -1.329 -1.123 -0.299 2.1 1.3 0.0
N 0.849 0.543 -1.264 1.1 0.5 0.0
H -0.999 2.743 -0.527 0.2 0.2 -0.5
```
Positions in Å, forces in eV/Å.

These are the Mulliken partial charges, in e, on atoms 1 to 2: 0.28 0.39

# 6
Here is a gas-phase ion, C7H13N4 (charge +1) from the OMol25 dataset. Energies are from ωB97M-V with the def2-TZVPD basis set.

Calculated values
2S+1: 1
Charge: +1
Structure (SMILES): CC1(C)c2cnnn2C[C@@H]1[NH3+]
E_HOMO, hartree: -0.502
DFT total energy, a.u.: -493.19179

Structure (XYZ):
```
24
Properties=species:S:1:pos:R:3:forces:R:3
H 1.271 -2.288 1.352 -1.5 1.2 0.0
H 0.873 2.222 -1.400 0.6 3.1 0.7
C 1.341 1.316 0.950 -1.4 -1.8 1.3
C 0.734 -0.882 -0.273 2.0 0.2 -0.1
H 0.631 -0.690 1.715 -0.5 -0.5 1.1
N -1.448 -0.634 -0.446 -1.3 -0.1 0.7
N 0.528 -1.545 1.176 3.4 0.1 -2.8
C -0.447 -1.343 -1.157 2.4 1.7 -2.4
H -2.472 1.665 1.467 -0.2 1.1 1.2
C -1.132 0.469 0.240 4.5 1.3 -1.5
H -0.501 -2.406 -1.305 -0.7 -0.5 0.4
H 2.320 1.131 0.667 2.2 0.1 -0.6
H 1.539 0.882 -2.035 0.9 -0.8 0.2
H -0.286 -0.861 -2.228 -0.3 -1.2 2.1
H 1.285 0.931 2.016 -0.3 0.4 -1.0
N -2.626 -1.048 -0.069 -1.7 -1.8 0.5
H 1.127 2.343 0.985 -0.2 1.4 0.1
C -2.223 0.784 0.978 1.3 -0.1 -0.3
N -3.066 -0.229 0.832 -2.0 -0.8 -1.0
H 1.804 -1.025 -0.615 -1.4 -0.3 0.3
C 0.697 1.222 -1.464 0.1 -0.5 -0.7
H -0.363 -1.874 0.917 -1.9 -1.0 1.5
C 0.477 0.628 -0.096 -2.7 -0.5 0.5
H -0.063 1.232 -2.207 -1.4 -0.6 -0.1
```
Positions in Å, forces in eV/Å.

These are the Mulliken partial charges, in e, on atoms 1 to 2: 0.38 0.55